# C5H5N3O

A single C5H5N3O molecule at a distorted geometry (the ωB97M-V functional and the def2-TZVPD basis, the Open Molecules 2025 dataset).

Output
Electronic energy (eV): -11778.1913
F_max (eV/Å): 4.840
Energy above the lowest of the compared OMol25 structures with the same formula, charge and spin (kJ/mol): 533.50
SMILES: [H]/N=C1/N=CC(=C)C=NO1
Kohn-Sham gap (eV): 9.492

Each atom is followed by the atoms it is bonded to, with distances in Å.
Geometry (Å):
1 H -2.758 1.392 1.118  N2 1.157
2 N -1.914 2.096 0.758  H1 1.157, C3 1.245
3 C -0.951 1.323 0.908  N2 1.245, N4 1.403, O10 1.429
4 N 0.382 1.716 0.715  C3 1.403, C5 1.301
5 C 1.123 0.701 0.377  N4 1.301, C6 1.474, H11 1.139
6 C 0.698 -0.553 -0.269  C5 1.474, C7 1.342, C8 1.609
7 C 1.664 -1.255 -0.883  C6 1.342, H12 1.169, H13 1.178
8 C -0.793 -1.030 -0.645  C6 1.609, N9 1.247, H14 1.161
9 N -1.640 -0.812 0.244  C8 1.247, O10 1.516
10 O -0.880 -0.047 1.309  C3 1.429, N9 1.516
11 H 2.211 0.910 0.110  C5 1.139
12 H 1.390 -2.063 -1.682  C7 1.169
13 H 2.687 -0.862 -0.451  C7 1.178
14 H -1.219 -1.515 -1.609  C8 1.161

Here are the Mulliken charges for atoms 1 to 2, given in e: 0.305 -0.577



# C5H5NO

A single C5H5NO molecule at a distorted geometry (the ωB97M-V functional and the def2-TZVPD basis, the Open Molecules 2025 dataset).

Output
Electronic energy (eV): -8801.0051
F_max (eV/Å): 1.112
Energy above the lowest of the compared OMol25 structures with the same formula, charge and spin (kJ/mol): 232.91
SMILES: C#C[C@@H](C#N)CO
Kohn-Sham gap (eV): 11.480

Each atom is followed by the atoms it is bonded to, with distances in Å.
Geometry (Å):
1 C -2.115 0.669 -0.814  C2 1.204, H8 1.069
2 C -1.027 0.648 -0.299  C1 1.204, C3 1.469
3 C 0.312 0.532 0.295  C2 1.469, C4 1.471, C6 1.549, H9 1.097
4 C 0.281 0.760 1.748  C3 1.471, N5 1.156
5 N 0.286 0.906 2.894  C4 1.156
6 C 0.915 -0.858 -0.028  C3 1.549, O7 1.399, H10 1.097, H11 1.093
7 O 1.086 -1.018 -1.407  C6 1.399, H12 0.974
8 H -3.088 0.709 -1.253  C1 1.069
9 H 0.972 1.283 -0.157  C3 1.097
10 H 0.270 -1.633 0.403  C6 1.097
11 H 1.903 -0.935 0.434  C6 1.093
12 H 0.203 -1.062 -1.817  O7 0.974

Here are the Mulliken charges for atoms 1 to 2, given in e: 0.245 -0.999



# C5H5NO

A single C5H5NO molecule at a distorted geometry (the ωB97M-V functional and the def2-TZVPD basis, the Open Molecules 2025 dataset).

Output
Electronic energy (eV): -8799.1542
F_max (eV/Å): 4.521
Energy above the lowest of the compared OMol25 structures with the same formula, charge and spin (kJ/mol): 411.49
SMILES: O=C1[C@@H]2C=C[C@H]1N2
Kohn-Sham gap (eV): 10.199

Each atom is followed by the atoms it is bonded to, with distances in Å.
Geometry (Å):
1 O 2.235 -0.670 -0.321  C2 1.173
2 C 1.278 -0.071 -0.004  O1 1.173, C3 1.628, C6 1.621
3 C 0.058 -0.337 1.041  C2 1.628, C4 1.565, N7 1.436, H8 1.074
4 C -0.730 -1.046 -0.111  C3 1.565, C5 1.416, H9 1.149
5 C -0.851 0.058 -0.989  C4 1.416, C6 1.624, H10 1.130
6 C 0.258 1.111 -0.443  C2 1.621, C5 1.624, N7 1.441, H11 1.030
7 N -0.058 1.092 0.962  C3 1.436, C6 1.441, H12 1.023
8 H 0.255 -1.002 1.860  C3 1.074
9 H -0.773 -2.194 -0.082  C4 1.149
10 H -1.247 -0.103 -2.035  C5 1.130
11 H 0.651 2.013 -0.749  C6 1.030
12 H -1.075 1.148 0.872  N7 1.023

Here are the Mulliken charges for atoms 1 to 2, given in e: -0.506 0.393



Number 1: E_HOMO -9.9 eV. Number 2: E_HOMO -10.8 eV. Number 3: E_HOMO -9.4 eV.